Arrangement 1

{"formula": "C3H5NO", "method": "ωB97M-V/def2-TZVPD", "elements": ["C", "O", "C", "C", "N", "H", "H", "H", "H", "H"], "coordinates": [[-1.0989, 0.6685, 0.2551], [-0.5152, 0.2522, -0.9643], [0.5273, -0.6605, -0.7900], [1.5094, -0.2489, 0.2417], [2.2330, 0.0609, 1.0887], [-2.0265, 1.1876, 0.0094], [-0.4173, 1.3412, 0.7931], [-1.3374, -0.1869, 0.9080], [1.0415, -0.7511, -1.7501], [0.1484, -1.6522, -0.4990]], "lowdin_charge": [-0.106, -0.176, -0.222, -0.193, 0.155, 0.092, 0.088, 0.098, 0.132, 0.132], "orbital_gap_ev": 11.636, "e_homo_ev": -10.82, "charge": 0, "e_lumo_ev": 0.82, "smiles": "COCC#N"}

Arrangement 2

{"formula": "C3H5NO", "method": "ωB97M-V/def2-TZVPD", "elements": ["O", "C", "C", "C", "N", "H", "H", "H", "H", "H"], "coordinates": [[1.4883, 0.2192, 1.4134], [1.3095, -0.5187, 0.4445], [0.4130, -0.2435, -0.6405], [-1.0233, -0.3934, -0.4649], [-0.5349, 0.9597, -0.1510], [1.9179, -1.4285, 0.2998], [-0.1334, 1.5312, -0.8761], [-1.7234, -0.4522, -1.2965], [-1.3966, -0.8573, 0.4507], [-0.3170, 1.1836, 0.8206]], "lowdin_charge": [-0.034, -0.336, -0.149, -0.142, 0.064, 0.112, 0.134, 0.104, 0.122, 0.126], "orbital_gap_ev": 9.298, "e_homo_ev": -8.37, "charge": 0, "e_lumo_ev": 0.93, "smiles": "[O-]/C=C1/C[NH2+]1"}

Arrangement 3

{"formula": "C3H5NO", "method": "ωB97M-V/def2-TZVPD", "elements": ["C", "C", "C", "H", "H", "H", "H", "H", "N", "O"], "coordinates": [[0.0719, -0.5067, 0.1812], [0.1559, 0.9430, -0.2758], [-0.7550, 1.4629, -1.1506], [1.2052, 0.4400, 2.1193], [0.7051, -1.2592, 2.2391], [0.8865, 1.5108, 0.1866], [-0.5453, 2.4425, -1.5780], [-1.6954, 0.8642, -1.3678], [1.3029, -0.7250, 0.8749], [-0.8141, -1.2899, -0.0316]], "lowdin_charge": [-0.687, -0.147, 0.056, 0.246, 0.229, 0.036, 0.057, 0.094, 0.042, 0.074], "orbital_gap_ev": 8.709, "e_homo_ev": -10.11, "charge": 0, "e_lumo_ev": -1.40}

Arrangement 4

{"formula": "C3H5NO", "method": "ωB97M-V/def2-TZVPD", "elements": ["C", "C", "O", "C", "N", "H", "H", "H", "H", "H"], "coordinates": [[-1.4206, 0.1672, 0.0017], [-0.0071, 0.1757, 0.5205], [1.9242, -0.8496, -0.9903], [1.1425, 0.0022, -0.3089], [1.0258, 1.2181, -0.0609], [-1.4458, 0.2590, -1.0873], [-1.9990, 0.9877, 0.4359], [-1.9155, -0.7723, 0.2717], [0.0950, -0.0201, 1.5894], [2.6005, -1.1679, -0.3717]], "lowdin_charge": [-0.079, -0.249, 0.093, -0.455, 0.226, 0.078, 0.073, 0.074, 0.114, 0.124], "orbital_gap_ev": 10.479, "e_homo_ev": -9.90, "charge": 0, "e_lumo_ev": 0.58, "smiles": "C[C@@H]1N=C1O"}

Which is most stable? The ranking, best first, is arrangement 1, arrangement 4, arrangement 2, arrangement 3.

Arrangement 1

{"formula": "C5H3F", "method": "ωB97M-V/def2-TZVPD", "elements": ["C", "C", "C", "C", "C", "H", "H", "H", "F"], "coordinates": [[2.0398, 0.3113, 0.0075], [0.6022, 0.1052, -0.0297], [-0.5713, -0.0465, -0.0072], [-1.9767, -0.2496, 0.0000], [-3.1682, -0.4096, 0.0095], [2.3067, 0.8191, -0.8946], [2.3241, 0.8965, 0.9081], [-4.2485, -0.4983, 0.0013], [2.6918, -0.9282, 0.0050]], "lowdin_charge": [-0.192, 0.009, -0.033, -0.133, 0.115, 0.109, 0.134, 0.044, -0.053], "orbital_gap_ev": 10.639, "e_homo_ev": -9.85, "charge": 0, "e_lumo_ev": 0.79, "smiles": "C#CC#CCF"}

Arrangement 2

{"formula": "C5H3F", "method": "ωB97M-V/def2-TZVPD", "elements": ["C", "C", "C", "C", "C", "F", "H", "H", "H"], "coordinates": [[-1.3248, 0.1613, -0.0290], [-2.6884, -0.0369, 0.0676], [-0.0744, -0.4153, 0.0144], [1.1047, -0.9593, -0.0034], [-2.5910, 1.2858, -0.0181], [-3.6665, -0.9172, -0.0125], [1.7492, -1.3320, -0.8408], [1.6090, -1.1386, 0.8783], [-2.4767, 2.2266, 0.3479]], "lowdin_charge": [-0.077, -0.329, -0.053, -0.032, 0.219, 0.126, 0.075, 0.016, 0.054], "orbital_gap_ev": 8.888, "e_homo_ev": -8.34, "charge": 0, "e_lumo_ev": 0.55, "smiles": "C=C=C1C=C1F"}

Which is most stable? The ranking, best first, is arrangement 1, arrangement 2.

Arrangement 1

{"formula": "CH5O2P", "method": "ωB97M-V/def2-TZVPD", "elements": ["C", "O", "O", "P", "H", "H", "H", "H", "H"], "coordinates": [[-0.1706, -1.1728, 0.5957], [1.6460, 1.8912, -0.8253], [0.7807, -0.2399, 0.0979], [0.4645, 1.0919, -0.6652], [-1.1035, -0.9274, 0.3358], [-0.1552, -1.2975, 1.6092], [0.0596, -2.0852, 0.1050], [-0.3416, 0.8747, -1.7303], [-1.1800, 1.8650, 0.4772]], "lowdin_charge": [-0.102, -0.349, -0.326, 0.548, 0.029, 0.069, 0.091, -0.011, 0.052], "orbital_gap_ev": 9.964, "e_homo_ev": -9.72, "charge": 0, "e_lumo_ev": 0.24}

Arrangement 2

{"formula": "CH5O2P", "method": "ωB97M-V/def2-TZVPD", "elements": ["C", "O", "O", "P", "H", "H", "H", "H", "H"], "coordinates": [[1.3420, 0.3107, 0.5036], [-1.4109, 0.0534, 0.0949], [-2.8158, 0.2182, -0.0081], [0.7798, -1.3924, 0.0792], [2.3250, 0.5341, -0.0023], [1.4517, 0.2918, 1.5612], [0.4676, 1.0262, 0.2176], [-2.8032, 0.4094, -1.0133], [0.6639, -1.4513, -1.4328]], "lowdin_charge": [-0.468, -0.292, -0.077, 0.757, 0.040, -0.011, 0.045, 0.130, -0.124], "orbital_gap_ev": [8.874, 6.930], "e_homo_ev": [-9.69, -8.22], "charge": 0, "e_lumo_ev": [-0.82, -1.29]}

Which is most stable? The ranking, best first, is arrangement 1, arrangement 2.

Arrangement 1

{"formula": "C6H9Cl", "method": "ωB97M-V/def2-TZVPD", "elements": ["C", "C", "C", "C", "C", "C", "H", "H", "H", "H", "H", "H", "H", "H", "H", "Cl"], "coordinates": [[0.1006, -0.1204, -0.0027], [-0.1025, 1.0082, -1.0011], [-0.9558, 1.7344, 0.0014], [-0.3350, 0.9095, 1.0940], [1.4361, -0.7396, 0.1695], [2.6027, -0.1720, -0.0738], [-0.6043, 0.7750, -1.9375], [0.8327, 1.5893, -1.1932], [-0.8003, 2.7889, 0.0308], [-1.9990, 1.5534, -0.1014], [-1.0485, 0.5250, 1.8554], [0.4449, 1.4796, 1.6290], [1.4249, -1.7601, 0.5458], [2.7208, 0.8498, -0.4262], [3.5724, -0.6213, 0.1340], [-1.2365, -1.3470, -0.0977]], "lowdin_charge": [-0.761, -0.185, -0.214, -0.181, -0.180, 0.014, 0.109, 0.122, 0.098, 0.095, 0.106, 0.124, 0.094, 0.055, 0.060, 0.644], "orbital_gap_ev": 10.865, "e_homo_ev": -9.84, "charge": 0, "e_lumo_ev": 1.02, "smiles": "C=CC1(Cl)CCC1"}

Arrangement 2

{"formula": "C6H9Cl", "method": "ωB97M-V/def2-TZVPD", "elements": ["C", "C", "C", "C", "C", "C", "Cl", "H", "H", "H", "H", "H", "H", "H", "H", "H"], "coordinates": [[0.0665, 0.5006, -1.5938], [-2.0551, -0.7167, 0.4576], [0.0981, 0.2300, -0.3217], [-1.2748, 0.3266, 0.6165], [1.1084, -0.5170, 0.4662], [-1.4140, 1.5517, 1.5207], [-0.8383, 3.0598, 0.6637], [0.9118, 0.4743, -2.2373], [-0.7872, 0.8604, -2.1479], [-3.0433, -0.7397, 0.9619], [-1.8368, -1.5365, -0.1970], [1.8840, -0.0994, 1.1638], [1.7118, -0.9878, -0.2549], [0.4745, -1.2723, 0.8480], [-0.6614, 1.4721, 2.3120], [-2.4682, 1.7792, 1.8864]], "lowdin_charge": [0.025, 0.026, -0.345, -0.322, -0.064, -0.493, 0.513, 0.057, 0.069, 0.076, 0.070, 0.108, 0.057, 0.062, 0.065, 0.097], "orbital_gap_ev": 10.509, "e_homo_ev": -9.58, "charge": 0, "e_lumo_ev": 0.93, "smiles": "C=C(C)C(=C)CCl"}

Which is most stable? The ranking, best first, is arrangement 1, arrangement 2.

Arrangement 1

{"formula": "C6H9Cl", "method": "ωB97M-V/def2-TZVPD", "elements": ["C", "C", "C", "C", "C", "C", "Cl", "H", "H", "H", "H", "H", "H", "H", "H", "H"], "coordinates": [[-1.6260, -1.1930, -1.5035], [0.0592, -0.7890, 1.6112], [-1.4570, -0.7489, -0.3052], [-0.1361, -0.3482, 0.3520], [1.1862, 1.7377, 0.3589], [0.7634, 0.4886, -0.3400], [2.2629, -0.4784, -0.6706], [-2.5678, -1.4859, -1.8308], [-0.7026, -1.4353, -2.1174], [1.0744, -0.6158, 1.8407], [-0.5969, -1.5443, 2.0472], [-2.3939, -0.7158, 0.2454], [1.2837, 1.5279, 1.4820], [0.4522, 2.4853, 0.3567], [1.9629, 2.1336, -0.1502], [0.4356, 0.9817, -1.3764]], "lowdin_charge": [-0.006, 0.067, -0.154, -0.396, -0.134, -0.722, 0.609, 0.035, 0.096, 0.042, 0.085, 0.105, 0.113, 0.068, 0.031, 0.159], "orbital_gap_ev": 9.980, "e_homo_ev": -9.23, "charge": 0, "e_lumo_ev": 0.75, "smiles": "C=CC(=C)[C@@H](C)Cl"}

Arrangement 2

{"formula": "C6H9Cl", "method": "ωB97M-V/def2-TZVPD", "elements": ["C", "C", "C", "C", "C", "C", "Cl", "H", "H", "H", "H", "H", "H", "H", "H", "H"], "coordinates": [[0.0055, 2.1390, -1.7617], [1.1490, -0.4671, -0.8374], [-0.7584, 1.4266, -0.9760], [0.1122, 0.1158, -0.2598], [-0.1727, -1.7337, 1.5710], [-0.4300, -0.2779, 1.0984], [0.3110, 0.8426, 2.2900], [-0.4374, 2.9831, -2.3021], [1.0333, 1.8163, -1.8193], [1.5153, -1.2555, -0.2797], [1.3143, -0.4126, -1.8833], [-1.8941, 1.2566, -0.9314], [0.9707, -2.0458, 1.5968], [-0.4871, -2.5253, 0.9123], [-0.6735, -1.7948, 2.4624], [-1.5581, -0.0672, 1.1196]], "lowdin_charge": [-0.036, 0.038, -0.090, -0.313, -0.136, -0.716, 0.597, 0.064, 0.052, 0.027, 0.067, 0.115, 0.118, 0.069, 0.027, 0.117], "orbital_gap_ev": 10.474, "e_homo_ev": -9.51, "charge": 0, "e_lumo_ev": 0.96, "smiles": "C=CC(=C)[C@@H](C)Cl"}

Which is most stable? The ranking, best first, is arrangement 1, arrangement 2.

Arrangement 1

{"formula": "C6H8N2O3", "method": "ωB97M-V/def2-TZVPD", "elements": ["C", "C", "C", "C", "C", "C", "N", "N", "O", "O", "O", "H", "H", "H", "H", "H", "H", "H", "H"], "coordinates": [[-1.8713, 0.7490, 0.9556], [-1.6028, -0.4633, 1.6769], [-1.0716, 1.0371, -0.1266], [-0.6275, -1.2888, 1.3450], [-0.0547, 0.0728, -0.5857], [2.3991, 0.6474, -0.0816], [0.0711, -1.0534, 0.2368], [-0.2905, -0.3454, -2.0442], [-0.7436, 0.4964, -2.7692], [0.0679, -1.4582, -2.3817], [1.2448, 0.8789, -0.9022], [-2.6380, 1.4883, 1.1642], [-2.2887, -0.7164, 2.3692], [-1.0107, 2.0203, -0.5870], [-0.4290, -2.1730, 1.9352], [2.8839, -0.2558, -0.3553], [2.2615, 0.9245, 0.9145], [3.1645, 1.3528, -0.4873], [0.5355, -1.9132, -0.2768]], "lowdin_charge": [-0.031, -0.101, 0.004, -0.125, -0.349, -0.087, 0.090, -0.331, 0.117, 0.074, -0.132, 0.110, 0.063, 0.120, 0.131, 0.069, 0.066, 0.102, 0.211], "orbital_gap_ev": 8.943, "e_homo_ev": -8.45, "charge": 0, "e_lumo_ev": 0.49, "smiles": "CO[C@]1([N+](=O)[O-])C=CC=CN1"}

Arrangement 2

{"formula": "C6H8N2O3", "method": "ωB97M-V/def2-TZVPD", "elements": ["C", "C", "C", "C", "C", "C", "N", "N", "O", "O", "O", "H", "H", "H", "H", "H", "H", "H", "H"], "coordinates": [[1.5622, -1.6517, 0.1249], [-2.3196, -0.5854, -0.0131], [1.8819, -0.2514, 0.5583], [-0.0970, 1.2372, -0.6640], [-1.4958, 0.1792, 0.9657], [1.0956, 0.2002, -0.6968], [0.6808, -1.1884, -0.9168], [-0.7695, 1.2595, 0.6001], [-2.2664, -1.3000, -0.9437], [1.8973, -2.7421, 0.5178], [-3.0865, 0.3053, 0.4776], [1.3557, 0.0438, 1.4066], [2.8954, 0.1522, 0.7443], [0.1420, 2.2524, -0.7497], [-0.6498, 0.9824, -1.5639], [-1.5766, -0.0575, 2.0738], [1.7894, 0.6050, -1.5399], [-1.0268, 2.2076, 1.0281], [-0.0123, -1.6484, -1.4093]], "lowdin_charge": [-0.431, -0.573, -0.029, -0.143, -0.091, -0.254, 0.141, -0.014, 0.137, 0.084, 0.126, 0.082, 0.129, 0.100, 0.123, 0.166, 0.159, 0.191, 0.095], "orbital_gap_ev": 10.001, "e_homo_ev": -9.55, "charge": 0, "e_lumo_ev": 0.45, "smiles": "O=C1C[C@H](CN[C@H]2OC2=O)N1"}

Which is most stable? The ranking, best first, is arrangement 2, arrangement 1.